{"formula": "C15H22Cl3F7O5P", "method": "the ωB97M-V functional and the def2-TZVPD basis", "elements": ["H", "C", "H", "H", "F", "O", "H", "F", "C", "C", "O", "C", "H", "H", "H", "C", "P", "O", "O", "C", "C", "H", "C", "H", "Cl", "F", "H", "F", "H", "C", "F", "H", "Cl", "F", "C", "C", "C", "H", "H", "H", "C", "H", "H", "Cl", "H", "F", "C", "C", "H", "H", "H", "H", "O"], "xyz": [[1.6958, -2.0753, 0.9223], [1.0370, -0.8992, 2.7138], [0.2793, -2.7557, 1.8893], [2.2275, 1.3242, 0.3763], [4.6556, 1.8469, -1.3083], [0.1950, 2.2317, -0.1507], [2.5430, 0.4020, -1.3161], [2.7650, 3.5059, -0.2127], [-2.4340, -1.3423, 1.3695], [-5.1885, -5.4243, -1.5479], [-3.5083, 3.6202, -0.4626], [2.4704, 2.8185, -1.3667], [-1.2409, 1.1170, -0.9129], [0.5604, -1.1718, 3.6751], [-2.5572, 2.6133, -1.8740], [-1.3711, -1.1099, 0.3114], [1.4559, 1.2526, -0.8466], [-2.7160, -0.6698, 2.2680], [0.6535, -0.2408, -0.3884], [3.6784, 1.7940, -3.4728], [1.2313, -2.2018, 1.9088], [-1.8816, 4.3307, 0.7826], [3.8023, 2.5177, -2.0901], [-0.6063, 0.5152, 2.7512], [-4.1411, -4.0703, -1.9752], [1.6807, 3.6688, -2.1002], [-2.4574, 4.4274, -1.8230], [4.5101, 2.3233, -4.3761], [2.0237, -0.4866, 2.9886], [-0.9156, 1.3934, 0.1182], [2.4566, 1.7946, -3.9722], [3.0917, -2.4913, 3.0246], [-3.4203, -2.8765, 1.1414], [4.4144, 3.7287, -2.3235], [-2.3005, 3.4648, 0.2519], [-0.3223, -0.0061, 0.6108], [-2.0778, 2.0136, 0.8886], [-5.6304, -5.8255, -2.4539], [-5.9667, -5.0670, -0.8814], [-1.8628, 2.2397, 1.9407], [0.1875, 0.2367, 2.0423], [-1.8640, -0.8666, -0.6457], [0.8364, 1.1250, 1.9899], [-4.2895, -6.7122, -0.7345], [2.8702, -3.8113, 1.0006], [4.0454, 0.5106, -3.3576], [2.2179, -3.1006, 2.7213], [-2.2165, 3.4875, -1.3151], [-3.0520, 1.5486, 0.7040], [0.7764, 1.1310, -2.1066], [-0.8270, -2.0512, 0.1430], [1.7326, -3.5758, 3.5834], [2.7536, -4.1514, 1.8975]], "forces_ev_per_angstrom": [[-0.561, 0.318, 0.119], [-0.250, 0.231, -0.261], [0.285, 0.207, -0.537], [-0.459, -0.023, 0.097], [-0.117, -0.332, 0.142], [-0.391, -0.376, 0.931], [-0.220, 0.122, -0.395], [0.577, 0.157, -0.437], [0.678, -0.767, -1.796], [-0.086, 0.092, -0.049], [0.445, -0.004, 1.581], [-1.470, -0.709, 0.788], [-0.617, 0.045, 0.584], [0.172, 0.022, -0.349], [1.496, -0.113, -0.046], [0.206, -0.510, 0.559], [1.703, -1.115, -0.107], [-0.479, 1.195, 1.734], [-0.018, 0.285, 1.475], [0.451, -0.941, 0.160], [0.721, -0.647, 1.783], [-0.327, -0.284, -0.260], [-0.252, 1.607, -0.083], [-0.063, -0.207, -0.610], [-0.101, -0.055, -0.202], [0.739, 0.072, -0.432], [1.868, -0.123, -0.289], [0.001, 0.415, -0.075], [-0.285, -0.193, -0.234], [0.392, -1.554, -1.251], [-0.363, 0.443, -0.076], [-0.548, -0.075, 0.311], [0.264, -0.001, -0.112], [-0.041, -0.111, -0.282], [0.269, -1.514, -2.686], [-1.228, 1.575, -0.735], [0.460, 3.107, -1.060], [0.111, -0.026, 0.015], [0.119, 0.005, 0.060], [-0.126, -0.704, -0.108], [0.933, -0.616, 0.564], [0.035, -0.110, 0.366], [-0.309, -0.294, -0.212], [-0.065, -0.062, 0.015], [-0.059, 0.044, 0.283], [0.107, -0.119, 0.158], [0.373, 0.405, -1.240], [-3.934, 0.885, 1.803], [0.454, -0.400, 0.387], [-0.078, 0.645, 0.011], [-0.331, 0.232, 0.029], [0.232, 0.159, -0.170], [-0.314, -0.284, 0.137]], "mulliken_charge": [0.3920, -1.0972, 0.0092, -0.2309, -0.2699, -0.4089, -0.1311, -0.3240, 0.4848, -0.3088, -0.5510, 0.6127, 0.3835, 0.2852, 0.2017, -1.5905, 0.5282, -0.3686, -0.5531, 0.8049, -0.0714, 0.3803, 0.5646, 0.3626, -0.0998, -0.3348, 0.5050, -0.2896, 0.3977, -1.2030, -0.2473, 0.2975, -0.2273, -0.3585, 0.3884, 1.9383, -0.6684, 0.3152, 0.2463, 0.3255, -1.2353, 0.5403, 0.6105, -0.1545, 0.3560, -0.2475, -0.4590, -0.7828, 0.2667, -0.3325, 0.6116, 0.2864, -0.5488], "e_lumo_ev": 2.24, "gap_ev": 7.427, "multiplicity": 1, "total_energy_ha": -3381.89451, "total_charge": -1}


{"formula": "C16H54N6O11", "method": "the ωB97M-V functional and the def2-TZVPD basis", "elements": ["C", "H", "H", "C", "H", "H", "H", "H", "H", "O", "H", "H", "H", "H", "H", "H", "H", "H", "O", "H", "H", "O", "H", "H", "H", "C", "H", "N", "C", "C", "H", "H", "O", "H", "H", "C", "C", "O", "N", "H", "C", "C", "O", "H", "H", "C", "H", "N", "H", "H", "H", "H", "H", "H", "H", "N", "H", "O", "H", "H", "H", "H", "H", "H", "H", "C", "N", "H", "O", "C", "O", "H", "N", "C", "H", "H", "H", "O", "H", "C", "C", "O", "H", "H", "C", "H", "H"], "xyz": [[2.0979, 3.1478, -1.8070], [1.2868, -2.0839, 1.1298], [-1.1459, 3.5162, 0.0039], [1.2497, -4.0537, 2.2651], [-3.6425, 3.8986, 1.3930], [3.1953, 0.2705, -0.3315], [2.2421, 4.1837, -1.9267], [-0.9790, -3.7292, 0.7907], [0.2918, -0.8529, -2.7217], [0.8676, 4.7412, 1.1822], [4.4870, -0.4628, 1.5943], [4.9615, 0.4098, -1.7710], [1.3677, -4.8214, -1.7252], [-2.8162, 1.6395, 1.4536], [0.1549, 6.5733, 0.7219], [1.4762, 5.9860, -0.2989], [0.5743, 1.5950, -2.4979], [-0.2973, -2.9322, -2.8681], [1.9291, 2.8213, -0.4869], [0.7426, 3.2310, -3.4390], [2.1609, -4.3746, 1.7398], [1.0166, 0.4057, 3.6930], [-1.1569, 0.1244, 2.3189], [2.8859, 2.5297, -2.2946], [-2.6499, -2.2728, -1.4630], [-2.7275, -1.3711, 2.6177], [-3.0210, -1.6812, 1.6140], [-1.5035, -3.2741, -0.0110], [3.9626, -0.5043, -0.4692], [1.9334, 0.9499, 2.7414], [2.1796, 0.1241, 2.0824], [-2.3126, 4.8060, -0.1469], [-2.9058, 0.6842, 1.5066], [2.7189, 3.0896, -0.0707], [-0.7764, 1.5216, 0.6077], [0.0053, -0.0388, -0.3878], [-3.1466, 2.9825, -0.9343], [0.9562, -0.5729, -1.2082], [-3.2761, -2.9217, -1.0719], [-1.1191, -1.6416, -0.2679], [-2.7506, -3.4964, -0.0677], [1.1088, -3.7289, -1.7346], [0.1039, -4.6790, 1.7633], [1.2460, 3.9909, 0.7569], [2.7991, 1.3633, 3.2208], [1.0661, -2.5712, 2.0823], [-4.2801, -2.8333, -1.1968], [-2.1057, -0.7085, -2.6438], [0.5689, 1.1143, 4.2553], [0.8019, 1.7479, -0.1059], [-3.5965, -1.3604, 3.2777], [0.3087, -1.3555, -4.5004], [3.5998, -1.2643, -1.1639], [-2.6931, 2.9361, -1.9673], [1.4658, 1.7378, 2.2065], [-1.1423, -0.6118, -0.1860], [-1.8149, -0.2427, 0.4201], [-3.5098, -4.1358, 0.9622], [1.8680, -3.1436, -2.3093], [-1.6561, -0.4482, -1.7575], [-1.9899, -2.0639, 3.0770], [-3.0984, -0.4035, -2.6381], [-0.0124, 3.0940, -1.8901], [-0.1165, 5.4436, -0.4975], [3.6491, -1.9034, 1.2924], [4.3898, -1.1991, 0.8128], [-0.0090, 1.1290, 0.1302], [1.7864, -2.1177, 2.7020], [-2.1458, -1.1679, -4.9470], [-1.5135, -1.0393, -3.7224], [-0.2034, -3.7262, -2.3344], [1.3024, -4.4163, 3.2966], [-0.2154, -1.1286, -3.6153], [-2.2576, 3.7389, 0.0490], [0.1113, -2.1943, 2.4435], [-4.1495, 3.3885, -1.1605], [-3.2953, 1.9637, -0.6219], [-2.7436, 3.4548, 1.3650], [0.2643, -5.6160, 1.7792], [-2.1842, 0.0685, 2.5179], [0.5754, 5.7271, 0.2496], [5.1318, 0.1602, -0.8914], [5.3502, -1.7352, 0.7700], [-1.0162, -3.5122, -0.9032], [0.7847, 2.7009, -2.4826], [-2.2013, 0.6533, 3.4366], [1.1516, -3.2519, -0.7862]], "forces_ev_per_angstrom": [[-1.341, -2.692, -2.975], [-0.255, -0.817, -0.474], [-1.498, -0.193, 0.120], [0.169, 0.078, -0.272], [1.507, -0.928, 0.271], [-0.229, -0.631, 0.216], [0.374, 1.331, -0.321], [-1.080, 0.486, -1.103], [-0.393, -0.380, -1.022], [-0.730, 0.383, 1.674], [0.393, 0.513, 0.290], [0.062, 0.693, -1.795], [0.198, 1.183, 0.358], [0.018, 0.603, 0.550], [-0.163, 0.942, 0.755], [0.285, 0.565, -0.055], [0.830, 1.103, -0.425], [0.048, 0.403, -0.314], [0.135, -0.136, 1.333], [-0.220, -0.699, -0.196], [-0.091, -0.073, 0.019], [-0.952, 1.041, 1.195], [1.838, -0.510, -0.656], [0.037, 0.699, 0.518], [-0.091, 0.882, -1.433], [0.708, 0.721, 0.885], [0.015, -0.294, 0.351], [7.064, -1.697, 1.904], [0.127, -0.572, 1.035], [-0.680, -0.521, 0.900], [0.195, 0.107, -0.144], [-0.038, 0.255, 0.046], [-1.105, 0.181, -1.394], [1.628, 0.079, 1.357], [-0.806, -0.012, 0.510], [2.754, -2.480, -3.591], [0.701, 0.081, -2.187], [-3.196, 2.211, 3.477], [-3.515, 0.994, -2.799], [-0.357, 0.233, 0.403], [-7.533, -5.064, 8.324], [0.567, -1.127, -1.841], [-0.440, -0.457, -0.712], [0.193, -0.690, -0.707], [0.748, -0.004, 0.294], [-0.032, 0.537, 0.506], [0.540, -0.238, 0.075], [-4.498, 1.954, 3.667], [1.195, -1.259, -1.338], [-1.164, -0.727, 0.640], [-0.125, -0.170, -0.289], [-0.960, 0.527, 1.564], [0.023, 0.254, -0.365], [-0.133, 0.019, 0.986], [-0.418, 0.720, -0.805], [-0.106, -4.116, -0.978], [-1.149, 0.856, 0.979], [3.844, 3.076, -5.269], [-0.660, -0.649, -0.085], [0.093, -0.295, -0.752], [-0.461, 0.358, -0.518], [1.157, -0.611, -0.692], [-0.740, 0.536, 0.386], [-1.044, -0.694, -0.878], [0.476, 0.524, -1.038], [-1.004, -0.757, 1.487], [4.142, 4.197, -0.019], [0.929, 0.767, 1.141], [2.736, 0.270, 5.796], [-2.827, -0.113, -9.230], [0.724, -0.158, 0.398], [0.511, 0.821, 0.248], [4.178, -0.978, -1.063], [0.102, -0.071, -0.442], [-0.155, -0.246, -0.025], [0.429, 0.281, 0.722], [0.035, -0.492, 0.199], [-1.189, 1.134, 0.143], [-0.326, -0.673, -0.117], [-0.497, -0.611, 1.523], [1.244, -0.176, -0.656], [0.664, -0.257, 0.664], [-0.366, 0.254, -0.502], [-0.274, 0.293, 0.255], [0.335, 0.188, -0.309], [-0.730, -0.131, 0.468], [-0.383, 0.066, 1.150]], "mulliken_charge": [-0.4587, -0.2737, -0.6085, -0.9788, 0.3318, -0.3918, 0.4609, -0.0983, 0.0407, -0.5779, 0.2886, 0.3460, 0.3078, 0.2602, 0.3151, 0.2581, 0.0649, 0.4462, -0.5308, 0.5291, 0.2755, -0.5815, -0.3019, 0.1925, 0.1160, -1.1105, 0.1704, -0.0113, 0.9796, -0.0997, -0.2187, 0.3514, -0.6798, 0.3001, -0.1856, 0.5971, -0.9906, -1.2311, -0.0208, -0.7081, 0.0107, -0.3336, -0.5423, 0.4790, 0.5025, -0.0601, 0.3463, -0.1832, 0.3231, -0.5870, 0.4370, 0.1903, 0.0502, 0.2751, 0.0390, 0.5369, 0.4834, -0.7695, 0.3413, 0.2126, 0.2957, 0.2177, -0.0718, 0.2210, 0.1101, -1.1450, 1.2685, 0.6697, -0.8225, 0.4846, -0.7597, 0.4473, -0.1702, 0.6027, -0.0392, 0.4222, 0.1879, -0.6391, 0.2758, 0.3888, -0.6549, -0.5997, 0.3941, 0.5783, -0.4462, 0.5767, -0.1184], "e_lumo_ev": 0.07, "gap_ev": 8.382, "de_lowest_kcal_mol": 61.9, "smiles": "NC(N)=O.NC(N)=O.NC(N)=O.CCO.CCO.CCO.CCO.CCO.CO.CO.CO", "multiplicity": 1, "total_energy_ha": -1798.01711, "total_charge": 0}